No. 1
14
Properties=species:S:1:pos:R:3 method="wB97M-V/def2-TZVPD" total_charge=-1 homo_lumo_gap_ev="6.68 / 6.68" energy_ev=-7811.092 de_lowest_kj_mol=225.4
C -2.00870 -0.94290 -0.30942
C -1.45257 0.31238 -0.18431
C 2.06875 -0.10488 -0.38335
C 1.25648 -0.65430 0.56522
N -0.61005 0.64190 0.84277
O -0.00517 1.89400 0.56909
H -2.98287 -1.14362 -0.88451
H -1.51389 -1.70446 0.31226
H -1.78567 1.21242 -0.74689
H 2.78329 0.67856 -0.02015
H 1.49237 0.16893 -1.27873
H 0.60892 1.67175 -0.27847
H 0.49542 -1.33568 0.23392
H 1.65368 -0.69409 1.56257



No. 2
110
Properties=species:S:1:pos:R:3 method="wB97M-V/def2-TZVPD" total_charge=0 homo_lumo_gap_ev=7.25 energy_ev=-224421.776 de_lowest_kj_mol=0.0
Li -0.76203 0.94831 1.08732
C 2.12306 -0.66664 4.09696
C 1.69484 -0.05818 5.26483
C 0.71751 0.91963 5.19384
C 0.18849 1.24489 3.94999
N 0.58091 0.63781 2.83017
C 1.53539 -0.28037 2.90240
C -0.83914 2.30744 3.76204
C -1.20358 3.20932 4.75505
C -2.13230 4.18728 4.44389
C -2.66547 4.24728 3.16797
C -2.25143 3.30152 2.23518
N -1.36597 2.36383 2.54377
C -2.72560 3.26800 0.81990
C -3.77940 4.04909 0.36285
C -4.13078 3.97646 -0.97642
C -3.42298 3.13092 -1.81068
C -2.39730 2.37301 -1.26194
N -2.05751 2.43437 0.01770
H 2.89219 -1.42589 4.10483
H 2.11844 -0.33812 6.22043
H 0.35973 1.40358 6.09067
H 1.84173 -0.71092 1.95717
H -0.76538 3.16350 5.74054
H -2.43130 4.90970 5.19201
H -3.37018 5.02240 2.90527
H -4.32376 4.69643 1.03485
H -4.94945 4.57227 -1.35823
H -3.66083 3.04050 -2.86105
H -1.83742 1.67016 -1.86500
Se 2.89776 -1.40577 -4.85756
P 3.00446 0.20551 -3.50091
C 2.70442 1.81411 -4.30399
C 2.85935 3.00140 -3.58875
C 2.60970 4.21530 -4.20665
C 2.19790 4.25324 -5.53329
C 2.04254 3.07368 -6.24421
C 2.30020 1.85452 -5.63211
C 4.66875 0.32360 -2.79079
C 5.65976 1.02879 -3.46141
C 6.96093 1.02587 -2.98088
C 7.27711 0.30886 -1.83769
C 6.29046 -0.40803 -1.17374
C 4.98961 -0.40091 -1.64706
C 1.94095 0.25809 -2.03890
C 0.74354 -0.27300 -1.55259
N 0.53110 0.30696 -0.35428
N 1.52039 1.15638 -0.12508
N 2.37447 1.14750 -1.11688
P -0.46697 -1.47110 -2.12638
Se -2.38875 -1.16870 -1.29232
C -0.50475 -1.29997 -3.92050
C -0.63931 -2.41626 -4.73565
C -0.75528 -2.25824 -6.10689
C -0.75210 -0.98775 -6.66344
C -0.63609 0.12881 -5.84801
C -0.51063 -0.02580 -4.47843
C 0.20345 -3.12120 -1.75836
C 1.53176 -3.41450 -2.06492
C 2.04647 -4.66856 -1.78348
C 1.24058 -5.63597 -1.19512
C -0.07970 -5.34521 -0.88838
C -0.59935 -4.08810 -1.16576
H 3.15833 2.96600 -2.54870
H 2.73435 5.13464 -3.64970
H 2.00254 5.20440 -6.01166
H 1.72890 3.09885 -7.27980
H 2.20083 0.92567 -6.17999
H 5.41665 1.58140 -4.36077
H 7.72741 1.58334 -3.50276
H 8.29240 0.30724 -1.46331
H 6.53474 -0.96903 -0.28140
H 4.21830 -0.94970 -1.12157
H -0.63605 -3.40864 -4.30238
H -0.84172 -3.12881 -6.74306
H -0.83710 -0.86808 -7.73537
H -0.62814 1.12138 -6.27899
H -0.39811 0.84720 -3.84408
H 2.16011 -2.67511 -2.54765
H 3.07615 -4.88919 -2.03248
H 1.64351 -6.61681 -0.97789
H -0.70977 -6.09281 -0.42405
H -1.62698 -3.84828 -0.92382
C -4.24440 -1.33378 1.82215
P -2.58252 -0.79625 2.40250
C -3.02356 -0.16978 4.06941
C -3.99925 0.82802 4.14978
C -4.31476 1.42417 5.35847
C -3.64942 1.04347 6.51719
C -2.67064 0.06464 6.44991
C -2.35957 -0.53607 5.23626
C -1.80630 -2.40851 2.76074
C -0.64023 -2.71563 2.06637
C 0.00709 -3.92740 2.27051
C -0.51390 -4.84447 3.16855
C -1.68739 -4.55447 3.85609
C -2.32970 -3.34538 3.65105
H -4.10440 -1.94642 0.93244
H -4.84118 -0.46596 1.54335
H -4.77306 -1.90679 2.58434
H -4.51704 1.14822 3.25240
H -5.07866 2.19068 5.39695
H -3.89581 1.50557 7.46431
H -2.14750 -0.24233 7.34713
H -1.58914 -1.29700 5.20147
H -0.25199 -2.00650 1.34357
H 0.90694 -4.15628 1.71424
H -0.01327 -5.79028 3.33025
H -2.10039 -5.27363 4.55150
H -3.23954 -3.12268 4.19655



No. 3
13
Properties=species:S:1:pos:R:3 method="wB97M-V/def2-TZVPD" total_charge=0 homo_lumo_gap_ev=9.83 energy_ev=-12542.290 de_lowest_kj_mol=194.5
C 1.74284 0.01949 0.52456
C 0.72590 -0.85796 -0.19783
C -0.75636 0.65105 -0.15003
P -2.21441 -0.39525 0.06668
H 1.45595 0.43841 1.39990
H 2.64853 -0.71654 0.79258
H 2.22002 0.74520 -0.25526
H 0.81269 -1.03903 -1.27862
H 0.27688 -1.46515 0.50253
H -0.50064 1.22493 0.70403
H -0.66866 1.26490 -0.93624
H -2.58203 -0.52070 -1.33061
H -3.16070 0.65064 0.15830